The following is a quantum chemistry calculation of a molecular structure, C28H50P2ReSi, from the Open Molecules 2025 dataset.

energy relative to the best compared isomer or geometry (same formula, charge and spin)	111.69	kcal/mol
orbital gap (spin up / spin down)	2.72 / 4.43	eV
HOMO (spin up / spin down)	-10.48 / -12.09	eV

Geometry as ORCA input:
```
! wB97M-V def2-TZVPD RIJCOSX def2/J DEFGRID3
* xyz 2 4
Re 0.11 1.06 0.94
C 1.82 0.18 0.15
C 2.00 1.61 0.05
C 1.78 1.08 2.30
C 1.74 -0.14 1.56
C 1.91 2.17 1.38
C 2.02 -0.85 -0.92
H 2.30 -0.39 -1.88
H 1.13 -1.49 -1.08
H 2.85 -1.50 -0.57
C 1.65 -1.53 2.14
H 2.28 -2.24 1.60
H 0.62 -1.91 2.08
H 1.96 -1.48 3.19
C 1.28 1.18 3.70
H 1.64 0.33 4.27
H 0.18 1.12 3.72
H 1.58 2.15 4.11
C 1.49 3.55 1.69
H 1.91 3.89 2.64
H 0.39 3.55 1.75
H 1.76 4.26 0.91
C 2.09 2.38 -1.21
H 3.06 2.91 -1.32
H 1.29 3.13 -1.18
H 1.98 1.71 -2.07
C -1.91 -1.81 -2.64
C -0.93 -1.28 -3.38
C -1.08 -0.20 -4.47
C -0.88 1.19 -3.87
C -2.09 1.76 -3.22
C -2.80 1.39 -1.84
C -3.60 0.03 -1.50
C -3.29 -1.16 -2.46
H -2.00 -0.38 -5.07
H -0.51 1.97 -4.60
H -0.22 -0.34 -5.15
H -3.58 -0.89 -3.52
H -1.92 -2.89 -2.36
H -0.02 -1.91 -3.50
H -3.98 -1.96 -2.12
H -3.36 -0.31 -0.46
H -2.17 1.54 -0.93
H -4.72 0.21 -1.40
H -0.11 1.19 -3.08
H -1.74 2.81 -2.92
P -3.72 1.30 -4.25
C -5.07 0.31 -5.18
C -3.23 2.33 -5.72
P -3.94 2.89 -1.82
C -4.88 2.41 -3.38
C -3.20 4.44 -2.40
C -5.01 3.23 -0.47
H -5.95 0.11 -4.53
H -4.56 -0.62 -5.51
H -5.35 0.94 -6.05
H -4.19 2.70 -6.21
H -2.69 1.63 -6.42
H -2.58 3.20 -5.43
H -6.03 3.44 -0.82
H -4.59 4.13 0.02
H -4.95 2.35 0.18
H -5.79 1.80 -3.19
H -5.11 3.28 -4.03
H -3.15 5.08 -1.51
H -3.77 4.96 -3.19
H -2.17 4.31 -2.78
C -3.85 -1.22 4.32
Si -2.92 -2.17 2.95
C -1.48 -3.05 3.82
C -4.08 -3.50 2.33
C -2.28 -1.13 1.56
C -1.61 -0.15 1.09
H -4.29 -1.94 5.03
H -4.68 -0.61 3.93
H -3.20 -0.55 4.89
H -1.82 -3.61 4.71
H -1.03 -3.76 3.11
H -0.70 -2.33 4.12
H -4.84 -3.07 1.66
H -3.51 -4.25 1.76
H -4.61 -4.03 3.14
*
```

Löwdin atomic charges, in units of e: number 1, Re, carries 1.259; number 2, C, carries -0.377; number 3, C, carries -0.337; number 4, C, carries -0.324; number 5, C, carries -0.342; number 6, C, carries -0.332; number 7, C, carries -0.017; number 8, H, carries 0.079; number 9, H, carries 0.083; number 10, H, carries 0.102; number 11, C, carries -0.008; number 12, H, carries 0.089; number 13, H, carries 0.062; number 14, H, carries 0.091; number 15, C, carries -0.007; number 16, H, carries 0.091; number 17, H, carries 0.093; number 18, H, carries 0.093; number 19, C, carries -0.039; number 20, H, carries 0.098; number 21, H, carries 0.069; number 22, H, carries 0.088; number 23, C, carries -0.042; number 24, H, carries 0.107; number 25, H, carries 0.070; number 26, H, carries 0.062; number 27, C, carries -0.074; number 28, C, carries -0.093; number 29, C, carries -0.167; number 30, C, carries -0.209; number 31, C, carries -0.331; number 32, C, carries -0.370; number 33, C, carries -0.173; number 34, C, carries -0.181; number 35, H, carries 0.103; number 36, H, carries 0.141; number 37, H, carries 0.123; number 38, H, carries 0.052; number 39, H, carries 0.134; number 40, H, carries 0.118; number 41, H, carries 0.132; number 42, H, carries 0.058; number 43, H, carries 0.032; number 44, H, carries 0.123; number 45, H, carries 0.120; number 46, H, carries 0.106; number 47, P, carries 0.965; number 48, C, carries -0.124; number 49, C, carries -0.197; number 50, P, carries 0.950; number 51, C, carries -0.348; number 52, C, carries -0.156; number 53, C, carries -0.151; number 54, H, carries 0.078; number 55, H, carries 0.065; number 56, H, carries 0.075; number 57, H, carries 0.072; number 58, H, carries 0.083; number 59, H, carries 0.075; number 60, H, carries 0.091; number 61, H, carries 0.078; number 62, H, carries 0.079; number 63, H, carries 0.074; number 64, H, carries 0.089; number 65, H, carries 0.070; number 66, H, carries 0.089; number 67, H, carries 0.058; number 68, C, carries -0.189; number 69, Si, carries 0.426; number 70, C, carries -0.187; number 71, C, carries -0.202; number 72, C, carries -0.211; number 73, C, carries -0.296; number 74, H, carries 0.042; number 75, H, carries 0.025; number 76, H, carries 0.029; number 77, H, carries 0.045; number 78, H, carries 0.032; number 79, H, carries 0.019; number 80, H, carries 0.021; number 81, H, carries 0.030; number 82, H, carries 0.043